1.
Here is a 6-piece molecular cluster, C34H75BN5O18 overall at a distorted geometry from the OMol25 dataset. Energies are from the ωB97M-V functional and the def2-TZVPD basis.

- E_HOMO: -0.2353 Ha
- Energy: -81456.9754 eV
- Total charge: -1
- HOMO-LUMO gap: 0.3160 hartree
- Lowest unoccupied orbital energy: 2.20 eV
- Strongest force on any atom: 1.74 eV Å⁻¹

CARTESIAN COORDINATES (ANGSTROEM)
O  -1.866  0.958  -1.693
C  -0.888  1.339  -1.119
O  -0.178  2.428  -1.354
B  1.000  2.450  -0.460
O  0.732  1.384  0.533
C  -0.341  0.712  0.174
O  -0.793  -0.266  0.709
O  1.121  3.775  0.159
C  2.352  4.230  0.116
O  2.688  5.305  0.524
C  3.139  3.277  -0.812
O  2.311  2.276  -1.121
O  4.264  3.403  -1.188
C  -1.770  -9.919  -5.210
O  -1.532  -8.640  -5.796
C  -2.208  -7.596  -5.147
C  -2.154  -6.374  -6.028
N  -2.437  -5.112  -5.324
C  -1.582  -4.835  -4.172
C  -1.694  -3.394  -3.738
O  -0.713  -3.217  -2.729
C  -0.658  -1.873  -2.270
H  -2.131  -9.807  -4.187
H  -0.810  -10.430  -5.224
H  -2.513  -10.450  -5.808
H  -1.818  -7.384  -4.146
H  -3.267  -7.873  -5.021
H  -2.914  -6.418  -6.814
H  -1.199  -6.370  -6.580
H  -2.280  -4.392  -6.021
H  -0.515  -5.020  -4.358
H  -1.908  -5.473  -3.350
H  -2.675  -3.128  -3.332
H  -1.465  -2.737  -4.590
H  -1.624  -1.556  -1.868
H  -0.341  -1.175  -3.049
H  0.052  -1.900  -1.444
C  -2.696  4.551  -4.230
O  -1.284  4.683  -4.208
C  -0.831  5.459  -3.120
C  0.646  5.321  -2.969
N  1.377  6.034  -4.012
C  2.815  5.908  -3.785
C  3.633  6.504  -4.898
O  3.309  5.908  -6.123
C  3.939  6.530  -7.197
H  -3.085  4.398  -3.218
H  -2.903  3.681  -4.847
H  -3.150  5.459  -4.647
H  -1.318  5.110  -2.199
H  -1.143  6.505  -3.262
H  1.058  4.322  -2.833
H  0.830  5.731  -1.947
H  1.120  7.014  -3.955
H  3.049  4.842  -3.724
H  3.092  6.384  -2.834
H  4.704  6.359  -4.691
H  3.484  7.599  -4.906
H  3.795  5.921  -8.090
H  5.007  6.737  -7.064
H  3.434  7.488  -7.415
C  -2.042  -3.194  1.413
O  -2.457  -3.657  2.685
C  -2.648  -2.672  3.679
C  -3.616  -1.561  3.333
N  -2.967  -0.348  2.856
C  -3.848  0.655  2.267
C  -5.039  1.064  3.098
O  -6.054  0.052  3.134
C  -7.311  0.517  2.741
H  -0.982  -2.926  1.379
H  -2.625  -2.325  1.109
H  -2.232  -3.992  0.696
H  -1.680  -2.234  3.964
H  -3.034  -3.206  4.548
H  -4.241  -1.275  4.183
H  -4.366  -1.944  2.612
H  -2.246  -0.514  2.165
H  -4.257  0.294  1.303
H  -3.267  1.550  2.035
H  -5.423  1.984  2.641
H  -4.810  1.304  4.141
H  -8.000  -0.325  2.811
H  -7.351  0.968  1.743
H  -7.698  1.287  3.431
C  -1.602  7.268  7.903
O  -0.837  6.826  6.817
C  -1.625  6.302  5.759
C  -0.720  5.990  4.597
N  0.133  4.869  4.946
C  1.082  4.522  3.905
C  1.857  3.248  4.235
O  3.129  3.589  4.719
C  3.791  2.487  5.284
H  -0.958  7.865  8.549
H  -1.996  6.450  8.520
H  -2.430  7.898  7.556
H  -2.442  6.988  5.486
H  -2.152  5.398  6.102
H  -0.079  6.863  4.419
H  -1.349  5.680  3.763
H  0.553  4.982  5.858
H  1.813  5.316  3.699
H  0.519  4.326  2.988
H  1.890  2.565  3.377
H  1.252  2.719  4.988
H  4.031  1.738  4.509
H  3.182  1.956  6.024
H  4.748  2.802  5.694
C  6.387  -8.269  2.671
O  5.754  -7.903  1.467
C  4.513  -7.257  1.650
C  3.977  -6.757  0.340
N  2.881  -5.808  0.616
C  2.611  -4.890  -0.490
C  1.508  -3.895  -0.135
O  2.025  -2.591  0.011
C  2.056  -2.111  1.327
H  5.668  -8.255  3.497
H  7.185  -7.553  2.886
H  6.795  -9.276  2.587
H  4.631  -6.429  2.367
H  3.779  -7.892  2.181
H  3.598  -7.578  -0.280
H  4.771  -6.222  -0.179
H  2.067  -6.351  0.875
H  2.328  -5.455  -1.398
H  3.542  -4.381  -0.735
H  1.054  -4.219  0.807
H  0.750  -3.952  -0.921
H  1.097  -1.706  1.673
H  2.705  -1.230  1.365
H  2.455  -2.816  2.065

2.
Here is C2H5N2 as an isolated structure at a distorted geometry from the OMol25 dataset. Energies are from the ωB97M-V functional and the def2-TZVPD basis.

- E_HOMO: -0.5884 Ha
- Energy: -5124.8708 eV
- Total charge: +1
- HOMO-LUMO gap: 0.3875 hartree
- Energy above the lowest of the compared OMol25 structures with the same formula, charge and spin: 2.176 eV
- Lowest unoccupied orbital energy: -5.46 eV
- Strongest force on any atom: 6.41 eV Å⁻¹

CARTESIAN COORDINATES (ANGSTROEM)
C  -0.902  -0.097  0.571
C  0.788  0.015  -0.415
N  -0.252  0.921  0.042
N  0.013  -1.010  0.268
H  -1.821  -0.171  1.125
H  0.842  -0.113  -1.499
H  1.781  0.213  -0.005
H  -0.670  2.190  -0.661
H  0.220  -1.949  0.573

3.
Here is C19H20ClN6O7S3Y as an isolated structure at a distorted geometry from the OMol25 dataset. Energies are from the ωB97M-V functional and the def2-TZVPD basis.

- E_HOMO: -0.3024 Ha
- Energy: -89363.9935 eV
- HOMO-LUMO gap: 0.2949 hartree
- Energy above the lowest of the compared OMol25 structures with the same formula, charge and spin: 1.097 eV
- Lowest unoccupied orbital energy: -0.20 eV
- Strongest force on any atom: 3.65 eV Å⁻¹

CARTESIAN COORDINATES (ANGSTROEM)
Y  0.462  -1.614  1.853
C  -1.788  -4.306  0.712
C  -1.053  -3.250  -0.039
N  0.241  -3.291  -0.024
N  0.881  -2.735  -1.127
C  1.859  -1.942  -1.236
S  2.984  -0.988  -0.268
S  2.544  -1.648  -2.880
C  1.204  -0.688  -3.613
C  1.212  0.823  -3.448
C  0.209  1.533  -4.112
C  0.130  2.914  -4.023
C  1.059  3.617  -3.257
C  2.060  2.919  -2.596
C  2.138  1.529  -2.694
C  -1.756  -2.195  -0.785
C  -2.883  -2.457  -1.572
C  -3.505  -1.451  -2.281
C  -3.009  -0.146  -2.170
C  -1.926  0.145  -1.363
C  -1.271  -0.870  -0.646
O  -0.247  -0.589  0.140
H  -1.118  -4.861  1.360
H  -2.617  -3.905  1.283
H  -2.190  -4.998  -0.038
H  1.243  -0.945  -4.672
H  0.278  -1.110  -3.215
H  -0.525  0.988  -4.702
H  -0.654  3.446  -4.553
H  1.006  4.697  -3.190
H  2.798  3.456  -2.007
H  2.932  0.995  -2.179
H  -3.247  -3.478  -1.650
H  -4.358  -1.668  -2.914
H  -3.487  0.657  -2.727
H  -1.546  1.158  -1.274
C  1.054  4.133  2.489
C  1.295  3.031  3.455
N  1.692  3.163  4.673
N  1.759  1.854  5.124
C  1.419  0.923  4.237
S  1.380  -0.740  4.410
N  1.121  1.688  3.151
N  0.699  1.114  1.956
H  1.225  5.084  2.988
H  0.029  4.107  2.115
H  1.726  4.058  1.631
H  2.014  1.666  6.075
H  1.285  1.392  1.185
H  -0.266  1.329  1.761
O  -1.967  -1.619  4.946
Cl  -1.902  -1.833  3.539
O  -3.153  -2.258  2.982
O  -1.422  -0.615  2.837
O  -0.835  -2.852  3.210
O  2.491  -1.004  1.314
O  2.294  -2.362  1.829